No. 1
{
  "formula": "C22H32CaClN9O2",
  "method": "the ωB97M-V functional and the def2-TZVPD basis",
  "charge": 0,
  "e_homo_ha": -0.2404,
  "symbols": ["H", "H", "C", "H", "H", "C", "H", "H", "N", "H", "H", "C", "H", "O", "H", "Cl", "H", "H", "H", "H", "C", "H", "H", "C", "H", "C", "C", "N", "H", "C", "N", "N", "N", "C", "H", "C", "C", "H", "H", "H", "H", "C", "C", "Ca", "C", "H", "C", "N", "H", "H", "C", "N", "H", "N", "N", "H", "C", "O", "C", "H", "C", "H", "C", "H", "C", "H", "C"],
  "xyz": [[0.86864, -2.73002, -2.36681], [2.31637, -1.56123, 0.04810], [-2.38107, 2.01946, -2.62506], [-2.53229, -2.43706, 0.14394], [1.89566, -3.52829, 4.00641], [0.22999, -1.32552, 3.48349], [-1.97244, 2.60974, 3.10610], [-2.71258, 5.00870, -4.92786], [-1.27737, 1.93852, -1.84282], [1.07523, -2.79598, 0.07391], [-2.80724, -4.95749, -2.25495], [-2.02797, -3.12680, -1.67402], [3.09620, -1.51662, 4.78013], [-1.52360, -2.08465, -2.11388], [2.46157, 1.15200, 3.96834], [-2.70404, -0.18537, 0.46730], [-3.26478, 0.45754, -1.68105], [-1.23832, 5.74565, -4.36494], [3.40123, 4.85417, -0.16197], [3.28961, -0.11580, -3.98395], [2.58621, -3.00852, 3.34223], [1.40711, 4.90353, -1.68124], [0.14823, -2.39702, 3.36563], [2.70836, 4.02347, -0.19405], [3.74798, -1.69871, -3.42998], [2.76732, -1.54460, 3.73365], [2.90815, 2.90638, 0.59886], [-3.28200, 1.03733, -2.51976], [2.58653, -2.91124, -2.02667], [-2.14488, 1.64042, 3.57596], [-2.18979, -4.20581, -2.50068], [-2.61650, 3.00283, -3.49790], [3.10632, -0.92923, -3.42220], [-1.69198, 3.95504, -3.52461], [0.42490, 2.48880, 3.86696], [0.35830, 1.41095, 3.76211], [1.47994, -0.73593, 3.65807], [2.21095, -3.09079, 2.31950], [-2.93079, 1.13508, 3.01856], [-4.14223, 1.15305, -3.02610], [3.54460, -3.52777, 3.39150], [-0.93205, -0.56523, 3.46084], [3.88093, -0.92696, 2.88414], [-0.33874, -0.20537, -0.88335], [-0.88779, 0.81779, 3.58854], [-2.93012, -4.10036, -0.11630], [1.99034, 1.86851, 0.52149], [0.92677, 1.90698, -0.27236], [-2.03516, -4.02903, -3.47716], [3.58075, -0.89306, 1.83486], [1.72534, -2.23660, -1.89454], [-0.59993, 4.01624, -2.74006], [-2.49898, 1.82280, 4.59374], [-2.38781, -3.29767, -0.38216], [-1.85284, 4.95479, -4.41370], [4.78815, -1.52953, 2.95443], [1.96432, -0.99086, -2.70631], [1.18030, -0.03360, -2.71129], [1.51428, 0.64954, 3.80880], [4.13441, 0.08424, 3.20308], [0.74173, 2.97907, -1.04376], [-1.89092, -1.05087, 3.33081], [-0.45543, 2.97583, -1.93635], [3.75577, 2.82862, 1.26550], [1.60796, 4.06304, -1.03526], [2.10395, 0.97124, 1.11828], [1.37942, -1.87424, -0.43639]]
}

---

No. 2
{
  "formula": "C24H24F8O24",
  "method": "the ωB97M-V functional and the def2-TZVPD basis",
  "charge": 0,
  "smiles": "O=C1OC[C@@H](F)O1.O=C1OC[C@@H](F)O1.O=C1OC[C@@H](F)O1.O=C1OC[C@@H](F)O1.O=C1OC[C@@H](F)O1.O=C1OC[C@@H](F)O1.O=C1OC[C@@H](F)O1.O=C1OC[C@@H](F)O1",
  "e_homo_ha": -0.4104,
  "symbols": ["H", "O", "O", "H", "O", "C", "H", "C", "O", "C", "C", "O", "C", "H", "H", "C", "H", "C", "F", "H", "O", "H", "H", "O", "F", "F", "H", "H", "F", "H", "C", "O", "H", "F", "C", "H", "F", "C", "H", "O", "C", "O", "O", "H", "O", "C", "O", "C", "O", "F", "C", "H", "H", "O", "C", "C", "O", "O", "C", "C", "C", "O", "H", "C", "O", "F", "O", "H", "O", "O", "C", "O", "H", "H", "O", "H", "C", "C", "C", "H"],
  "xyz": [[2.45628, -4.60657, -1.43873], [-4.29465, -0.11239, 2.11235], [0.42130, 5.18360, -2.68468], [2.27747, 0.79143, 4.57443], [5.19742, -3.94840, -1.10174], [-3.32015, 1.44139, 4.52404], [4.40957, -5.91784, -1.19611], [-0.21007, 4.04599, 0.43138], [-1.45837, 0.31944, 3.63948], [4.51448, -2.76885, -1.09646], [-1.09035, 5.36518, 0.35481], [1.82697, -0.27240, -1.60707], [-0.93390, 1.01767, -3.84949], [2.76644, -4.33283, -3.15562], [1.46180, -0.53756, 5.07445], [4.48123, -4.90661, -1.79475], [-1.86754, 0.31859, 5.57699], [0.12084, 5.09211, -1.55580], [3.43774, -1.66645, 5.97464], [1.87460, 1.65162, -0.91444], [0.70928, 4.27820, -0.68181], [0.54666, -1.24101, 0.97478], [-2.96808, -0.69658, 4.59519], [-1.12810, -1.33981, -0.35204], [-0.02396, -4.27545, 0.46414], [4.75945, 0.71511, -1.68756], [0.32456, 4.05272, 1.46779], [-4.78329, -1.82164, -1.58307], [5.22409, -5.13844, -2.87238], [4.51435, -0.45543, 4.79657], [-1.06420, -2.06946, -1.46287], [-2.78227, 3.21251, -1.94855], [-2.10057, 5.22916, 0.60086], [-3.21237, 2.28981, 5.63448], [-5.05554, 0.28652, -1.18604], [-2.50037, 0.87101, -5.37228], [-0.60323, 6.31600, 1.24463], [-2.39717, 2.31083, -2.63703], [-4.36716, 1.10893, 4.41577], [1.47009, -1.04820, -3.62095], [0.36745, -3.09963, -0.02598], [2.58909, -2.33390, 1.81039], [-4.78334, 0.86939, 0.08864], [1.44594, -3.03149, 0.03124], [3.68949, -1.96816, 3.76355], [2.55594, 0.84969, -1.01719], [-1.11629, 1.66083, 1.87045], [-4.26354, -0.99442, -1.16898], [3.16645, 0.26316, -3.20587], [-0.12455, 1.57270, -4.80136], [3.60299, -1.02245, 4.81705], [-3.28938, -0.86537, -1.71555], [-0.91904, -2.16327, 1.48941], [-1.10228, 1.94899, -2.75630], [2.11555, -0.41563, -2.86747], [-2.33195, 0.72530, -4.29062], [-1.69599, -1.84119, -2.46833], [2.04878, -0.61210, 3.12725], [2.32429, -0.27678, 4.49329], [-2.41656, 0.23800, 4.72554], [3.17270, -4.22791, -2.11459], [4.78984, -1.81437, -0.42494], [-0.89353, 3.18992, 0.18351], [-4.32709, -0.13116, 0.89803], [-2.79189, 2.12404, 3.41568], [-6.40530, -0.05897, -1.25639], [-3.19690, 1.65988, -3.51621], [3.58846, 2.14061, -2.39251], [3.36861, -2.85202, -1.86061], [-4.05189, -1.19211, 0.18872], [-0.26087, -1.92010, 0.69292], [-0.87361, 5.79764, -0.92412], [-2.67587, -0.29530, -4.07730], [-0.42987, 0.10456, -3.53005], [-0.19758, -3.07273, -1.33065], [3.05469, 0.49366, -0.04866], [-1.75913, 1.40972, 2.84926], [3.46663, 1.15265, -2.09711], [2.78819, -1.70345, 2.80833], [-4.86193, 0.94988, -2.01976]]
}

---

No. 3
{
  "formula": "C8H26O5",
  "method": "the ωB97M-V functional and the def2-TZVPD basis",
  "charge": 0,
  "smiles": "CCO.CCO.CCO.CO.CO",
  "e_homo_ha": -0.3478,
  "symbols": ["H", "H", "H", "H", "H", "H", "O", "H", "C", "H", "C", "H", "H", "O", "H", "O", "C", "C", "H", "H", "H", "H", "H", "H", "C", "H", "H", "C", "H", "H", "H", "H", "O", "O", "H", "C", "H", "H", "C"],
  "xyz": [[-0.29661, 3.13588, -0.71533], [0.29259, 5.01102, 0.72571], [-3.44268, -1.78539, 0.61939], [0.62022, -3.36520, 3.20774], [0.09234, -4.88284, 4.94148], [-3.84697, -0.18973, 1.46933], [-1.28931, -3.17317, 2.44100], [-1.61922, 0.33081, 1.04665], [-0.40477, -3.19931, 3.53937], [-2.18334, 2.64005, 0.35114], [1.00388, -0.76314, -0.59823], [1.74912, -0.88940, -1.38358], [0.67554, 0.27521, -0.55226], [-0.01723, -1.67776, -0.85434], [0.58182, 2.46979, 0.76521], [1.29636, 1.18247, -4.65250], [2.58899, 0.55746, -4.72380], [-0.51484, 4.32710, 0.98726], [-1.32659, -2.30990, 2.02269], [3.81480, 2.31469, -5.29364], [2.72139, -0.20942, -3.96060], [-1.44430, 4.77156, 0.63138], [-3.27382, -0.31099, -0.24801], [-1.26037, -3.93041, 5.35967], [3.66495, 1.63168, -4.45749], [0.63745, 0.56546, -4.97921], [-0.57311, 4.19671, 2.06786], [-0.73649, -4.33469, 4.49352], [3.29616, 2.25130, -3.64008], [-0.75304, -1.51451, -0.25975], [2.59854, 0.21757, -5.75941], [1.43357, -1.07759, 0.35287], [-1.88110, -0.57587, 1.22256], [-1.41010, 2.16499, 0.66422], [4.51464, 1.13170, -3.99258], [-3.22015, -0.72738, 0.75789], [-1.46154, -4.99515, 4.01793], [-0.32485, -2.22671, 4.02494], [-0.30201, 2.96321, 0.36090]]
}

---

No. 4
{
  "formula": "C11H16O8OsP",
  "method": "the ωB97M-V functional and the def2-TZVPD basis",
  "charge": 3,
  "multiplicity": 5,
  "s2": 6.022,
  "e_homo_ha": [-0.6631, -0.7950],
  "symbols": ["C", "P", "O", "H", "O", "H", "C", "C", "H", "H", "H", "H", "H", "C", "C", "H", "C", "O", "C", "H", "H", "O", "H", "O", "C", "C", "Os", "H", "H", "C", "O", "H", "H", "C", "H", "O", "O"],
  "xyz": [[1.78826, -1.80934, -1.55338], [0.04006, -0.23739, -0.03476], [-2.77937, -0.71336, -2.06144], [-1.52584, -3.82520, 2.40178], [-0.18551, -2.86163, -4.59319], [-2.40529, 1.67224, -1.51369], [1.57498, 3.85764, -0.91360], [0.03071, -2.12027, -3.73028], [-1.55467, 2.67585, 1.23149], [0.83590, 1.09593, 2.89527], [2.52345, 1.10133, 3.45071], [-0.08474, -2.86265, 0.58286], [-2.34182, 1.15832, 0.81354], [-1.60736, 1.89821, 0.45728], [1.76338, 0.51521, 2.92826], [1.11823, 2.17179, -1.38398], [-1.51645, -2.75153, 2.21038], [2.66452, -2.41865, -1.09005], [2.23218, 0.21733, 1.53336], [-1.02018, 2.77417, -1.42698], [-2.49980, -2.33205, 2.44004], [2.04408, 4.88953, -0.73239], [-0.78866, -2.30321, 2.89153], [-0.27506, 1.24174, 0.48866], [-1.92172, 2.43585, -0.91070], [-1.62097, -0.69637, -2.15598], [0.33326, -0.77958, -2.31459], [-2.62623, 3.26403, -0.83697], [3.17440, -0.34118, 1.54854], [-1.11310, -2.50424, 0.78460], [2.06968, 1.14201, -3.98910], [-1.78578, -2.98392, 0.06292], [2.38779, 1.12607, 0.93598], [1.37758, 0.44866, -3.35225], [1.61213, -0.40027, 3.50971], [-1.19410, -1.05755, 0.55206], [1.27610, -0.68752, 0.87439]]
}